No. 1
Density functional theory data (ωB97M-V with the def2-TZVPD basis set) for 2 unconnected molecules or ions with the total composition C48H43F3N3O at a distorted geometry.

Last column: Löwdin charge in e.
Element x y z (Å)
F -2.893 3.013 5.994  0.0568
F 4.950 -1.005 4.450  0.0530
F 3.018 2.334 7.226  0.0635
O -2.364 1.438 -0.484  0.0692
N -0.612 -0.253 -3.879  0.2213
N -0.101 -0.876 -1.811  0.1494
N -1.118 0.669 -2.963  0.0752
C 2.189 -2.564 0.550  0.0200
C -3.414 -0.193 -4.411  -0.0380
C -2.445 3.967 -4.145  0.0023
C 3.800 1.845 0.228  -0.0675
C 1.288 -3.099 1.473  -0.2681
C 3.311 1.458 1.481  -0.0519
C 0.373 -1.657 -0.719  -0.1642
C 0.260 0.016 3.917  0.0304
C 1.042 1.315 0.585  -0.1667
C 2.890 1.338 6.291  -0.2127
C -2.037 -2.047 -0.060  -0.0022
C 3.845 -0.347 4.936  -0.2264
C 1.493 0.184 4.671  -0.1920
C 1.746 -1.845 -0.568  -0.1778
C -1.973 1.683 -3.507  -0.1021
C -3.085 -0.607 5.587  -0.0506
C 4.024 0.606 5.935  0.1011
C -3.032 1.247 -4.327  -0.1863
C -1.883 -0.865 4.936  -0.0120
C 1.784 -3.915 2.633  -0.0448
C -0.561 -2.187 0.167  -0.1958
C 1.954 1.272 1.661  -0.0175
C 0.502 -3.676 -3.079  -0.0159
C 1.904 -4.610 -4.823  -0.0606
C -1.207 0.963 -0.465  -0.3060
C -4.171 4.558 -5.865  -0.0430
C -0.080 -2.903 1.272  0.0014
C -0.599 3.609 -2.544  -0.0271
C -1.136 1.318 1.988  -0.0546
C -0.979 0.193 4.674  -0.2399
C 1.881 -3.387 -5.503  -0.0604
C 2.741 -1.300 -1.542  -0.0087
C 1.183 -4.760 -3.633  -0.0600
C 1.177 -2.305 -4.979  -0.0170
C 1.645 1.142 5.714  0.0722
C -0.033 -1.188 -3.170  -0.1710
C -0.354 1.018 0.795  -0.1102
C -0.722 0.342 -1.719  -0.0837
C 1.562 1.720 -0.665  -0.0545
C -1.690 3.060 -3.398  -0.1797
C 2.907 2.027 -0.830  -0.0747
C -3.749 2.186 -5.074  0.0131
C -1.297 1.488 5.152  0.0190
C 0.554 -2.408 -3.713  -0.1567
C -3.444 3.550 -5.021  -0.2481
C -2.538 1.714 5.725  -0.2225
C 2.630 -0.590 4.316  0.0486
C -3.448 0.691 5.958  0.0197
H 4.981 0.788 6.407  0.1422
H 3.711 -1.197 -1.038  0.0954
H -2.336 -2.419 -1.051  0.0972
H -3.466 5.258 -6.329  0.0872
H 2.457 -0.303 -1.894  0.0678
H -4.271 -0.291 -5.088  0.0854
H -0.500 1.815 2.732  0.0871
H -1.537 0.360 2.373  0.0870
H 1.944 -4.965 2.348  0.0964
H 4.864 2.020 0.071  0.1101
H 1.517 1.065 2.625  0.0573
H -4.744 4.068 -6.657  0.0802
H -4.868 5.161 -5.268  0.0918
H 1.152 -5.727 -3.127  0.1135
H 2.744 -3.533 3.000  0.0742
H 2.411 -3.272 -6.446  0.1122
H -0.749 3.358 -1.486  0.0829
H 0.812 1.746 6.050  0.1084
H 0.870 1.827 -1.498  0.0686
H -4.402 0.916 6.436  0.1307
H 2.555 -1.314 3.503  0.1145
H 4.009 1.324 2.307  0.1086
H 2.871 -1.954 -2.418  0.0918
H 3.239 2.393 -1.801  0.1168
H 3.264 -2.701 0.687  0.1329
H -2.594 -0.801 -4.809  0.0713
H 1.115 -1.352 -5.504  0.1182
H 1.064 -3.901 3.459  0.0822
H -0.799 -3.322 1.977  0.1216
H -0.608 4.704 -2.627  0.0916
H -3.710 -0.599 -3.433  0.0918
H -4.559 1.842 -5.721  0.1232
H 2.462 -5.454 -5.228  0.1125
H -2.035 1.943 1.803  0.1116
H 0.395 3.275 -2.872  0.0893
H -3.771 -1.426 5.794  0.1157
H -2.224 5.033 -4.057  0.1266
H -2.383 -1.010 0.030  0.0744
H -1.600 -1.885 4.648  0.1198
H 0.292 -0.746 3.125  0.1231
H -0.075 -3.796 -2.157  0.1170
H -0.621 2.333 5.014  0.1323
H -2.565 -2.636 0.699  0.0923

Cartesian forces (eV/Å) of the 3 atoms listed first:
F 0.356 -1.275 -0.006
F -1.014 0.438 0.670
F -0.079 -1.130 -0.863

As for the charge: +1. The multiplicity is 1. The HOMO-LUMO gap comes out at 3.3 eV. As for the LUMO energy: -5.576 eV. The HOMO energy is -8.9 eV.


No. 2
Density functional theory data (ωB97M-V with the def2-TZVPD basis set) for a molecular structure, C48H43Ge2N7O5Pb.

Last column: Löwdin charge in e.
Element x y z (Å)
Pb -0.863 0.462 0.336  1.4681
Ge 0.538 -1.843 3.724  0.7393
Ge 1.992 -0.096 2.804  0.9397
O 4.923 -0.307 -1.841  0.0779
O -0.361 -1.571 -0.678  -0.2378
O -1.710 1.405 -1.670  -0.1197
O 1.417 -3.008 -1.881  0.0613
O 1.778 -0.235 0.918  -0.2714
N 1.190 0.772 -1.446  0.0075
N -2.544 -2.327 -0.576  0.0697
N -3.368 1.271 1.224  0.0355
N -0.282 3.392 0.022  0.0499
N -2.794 -1.116 -0.003  -0.0907
N 3.997 5.321 -0.804  0.1792
N 2.370 0.126 -1.268  0.0685
C -3.989 -0.896 0.378  -0.0734
C 5.956 -2.028 -0.644  0.0056
C 1.337 1.722 3.080  -0.3043
C -1.252 -1.772 2.917  -0.2490
C -1.761 -4.823 -1.544  -0.0304
C -2.068 3.245 -4.683  -0.0421
C 1.246 -3.624 3.345  -0.2328
C -5.936 1.762 2.149  -0.0423
C -0.847 -3.764 -1.457  -0.0803
C 0.420 4.316 3.593  -0.0696
C 4.818 -3.162 1.155  -0.0601
C -1.269 -2.474 -0.878  -0.4156
C 4.855 0.450 2.459  -0.1132
C 0.831 -5.202 -2.448  -0.0093
C 5.622 -1.090 4.638  -0.0697
C 5.940 -2.990 0.341  -0.0485
C 0.274 2.666 -4.425  -0.0232
C -0.722 3.283 -5.140  -0.0253
C 0.020 1.997 -3.216  -0.0857
C -4.339 0.363 1.048  -0.2623
C -0.824 5.509 -0.958  -0.0272
C 1.733 4.108 3.193  -0.0754
C 4.279 -0.973 4.306  -0.1110
C 6.196 0.324 2.780  -0.0601
C 0.024 1.948 3.495  -0.1485
C 4.849 -1.202 -0.845  -0.2517
C 6.581 -0.445 3.871  -0.0663
C -2.376 2.607 -3.531  0.0187
C -0.089 -6.226 -2.520  -0.0707
C 3.881 -0.203 3.217  -0.3094
C 0.433 -1.520 5.651  -0.2352
C 0.466 -3.965 -1.916  -0.2543
C 2.582 -0.436 -0.097  -0.3602
C 0.519 5.824 -1.078  0.0071
C -1.174 4.287 -0.405  -0.1296
C 1.453 4.895 -0.634  -0.1958
C 2.189 2.820 2.950  -0.1072
C -4.932 2.698 2.333  -0.0440
C 2.866 5.137 -0.724  -0.1725
C -5.636 0.576 1.500  -0.0063
C -3.663 2.401 1.855  -0.1366
C 1.139 1.348 -2.609  -0.0612
C -1.359 1.959 -2.733  -0.3266
C -1.395 -6.043 -2.067  -0.0859
C 3.738 -1.319 0.013  -0.0984
C 3.741 -2.327 0.987  -0.0424
C 1.003 3.695 -0.091  -0.1076
C -0.433 3.233 3.752  -0.0863
H -4.759 -1.650 0.226  0.1325
H -0.044 -0.562 5.860  0.0183
H 4.580 1.037 1.589  0.1070
H 4.795 -3.941 1.905  0.1095
H -6.939 1.951 2.508  0.1168
H 0.842 6.765 -1.503  0.1300
H -3.388 2.546 -3.152  0.1273
H -2.217 4.004 -0.317  0.1092
H -1.699 -0.777 2.878  -0.0198
H 5.919 -1.691 5.487  0.1088
H 1.847 -5.327 -2.795  0.1200
H 1.716 2.959 0.261  0.1097
H 6.943 0.822 2.175  0.1126
H 1.419 -1.517 6.115  0.0125
H 7.629 -0.541 4.122  0.1093
H 2.235 -3.777 3.777  0.0222
H -2.113 -6.849 -2.124  0.1017
H 3.227 2.678 2.670  0.0968
H -2.766 -4.654 -1.187  0.1056
H 1.291 2.687 -4.797  0.1228
H -6.392 -0.182 1.343  0.1194
H 1.011 -2.228 -1.453  0.0500
H -0.655 1.113 3.642  0.0747
H 3.543 -1.502 4.903  0.0827
H 0.211 -7.180 -2.935  0.1078
H 2.862 -2.459 1.601  0.0702
H 6.808 -1.900 -1.297  0.1249
H -2.844 3.101 1.989  0.0934
H 1.292 -3.814 2.273  0.0195
H 0.069 5.319 3.801  0.1096
H -1.450 3.386 4.094  0.1030
H -5.119 3.636 2.837  0.1102
H -2.842 3.725 -5.268  0.1175
H -1.915 -2.405 3.510  0.0395
H -0.160 -2.309 6.114  0.0271
H -0.486 3.791 -6.064  0.1175
H 2.410 4.947 3.088  0.1132
H -1.218 -2.193 1.909  0.0018
H 2.044 1.319 -3.217  0.1351
H 0.563 -4.354 3.784  0.0317
H 4.027 0.066 -1.968  0.0698
H 6.802 -3.631 0.471  0.1129
H -1.589 6.197 -1.288  0.1148

Cartesian forces (eV/Å) of the 3 atoms listed first:
Pb 0.076 0.022 0.118
Ge -0.038 -0.001 -0.016
Ge 0.022 -0.004 0.031

As for the charge: +1. The multiplicity is 2. The HOMO-LUMO gap (alpha / beta) comes out at 7.0 / 4.5 eV. As for the LUMO energy (alpha / beta): -2.881 / -5.414 eV. As for the expectation value of S²: 0.822. The HOMO energy (alpha / beta) is -9.9 / -9.9 eV.


No. 3
Density functional theory data (ωB97M-V with the def2-TZVPD basis set) for a molecular structure, C48H43N3O2P2W at a distorted geometry.

Last column: Löwdin charge in e.
Element x y z (Å)
W 0.303 1.394 0.317  1.4132
P 1.458 -0.830 0.045  1.0319
P -1.770 0.172 -0.214  1.0101
O 2.124 1.940 0.447  -0.2667
O -0.125 0.838 2.050  -0.2944
N -0.867 -2.300 -0.596  -0.2180
N -0.848 3.036 0.730  -0.1475
N 0.450 2.471 -1.434  -0.1666
C -4.765 1.049 2.405  -0.0531
C -1.968 -5.047 -2.809  -0.0611
C 2.834 -0.497 3.850  -0.0666
C -0.567 1.405 3.165  -0.2797
C -1.972 -4.441 -0.107  -0.0267
C -1.057 0.057 -2.846  -0.1379
C 4.142 -1.594 -0.360  -0.0613
C -1.435 -3.541 -1.017  -0.2572
C -2.108 -0.176 -1.960  -0.3683
C 2.155 -2.780 3.628  -0.0552
C -2.513 -5.941 -1.901  -0.0694
C 5.476 1.978 -0.926  -0.0231
C 3.009 -0.991 -0.896  -0.3492
C -1.398 3.379 1.884  -0.0194
C 3.021 -0.540 -2.215  -0.1066
C 4.447 1.828 -0.020  0.0139
C -5.338 2.072 0.308  -0.0535
C -2.516 -5.634 -0.551  -0.0644
C -4.170 1.590 -0.252  -0.0986
C 2.457 -0.255 2.543  -0.1193
C -0.789 3.193 -1.693  -0.1840
C 0.579 -2.299 -0.671  -0.2574
C -3.328 -0.636 -2.440  -0.0684
C -5.637 1.801 1.633  -0.0491
C -1.434 -3.849 -2.372  -0.0207
C -3.510 -0.773 -3.806  -0.0466
C -0.885 1.352 5.558  -0.0200
C 4.161 -0.679 -2.983  -0.0636
C 5.296 -1.259 -2.439  -0.0542
C 5.281 -1.724 -1.136  -0.0521
C 5.222 2.446 -2.214  -0.0553
C -1.545 2.580 5.508  -0.0473
C -1.121 3.933 -0.388  -0.1607
C 1.521 2.895 -2.084  -0.0138
C 1.782 -2.550 2.314  -0.0717
C -1.246 -0.082 -4.206  -0.0606
C -3.315 0.794 0.509  -0.3512
C -0.425 0.764 4.398  0.0163
C -1.528 -1.581 0.454  -0.2773
C 2.680 -1.760 4.401  -0.0582
C -3.604 0.543 1.849  -0.0889
C -2.489 -0.461 -4.689  -0.0499
C 2.853 2.547 -1.723  -0.1559
C -1.724 3.215 4.304  -0.0050
C -1.233 2.668 3.099  -0.1369
C 3.936 2.745 -2.598  -0.0144
C 1.931 -1.284 1.754  -0.3612
C 3.128 2.091 -0.399  -0.3137
H -6.552 2.170 2.066  0.1163
H 4.634 1.514 0.996  0.1262
H -0.435 0.112 -4.890  0.1114
H -1.966 -5.276 -3.863  0.1108
H -0.741 0.857 6.506  0.1234
H -1.590 2.485 -1.945  0.0939
H -2.006 4.283 1.921  0.1533
H 3.742 3.130 -3.587  0.1262
H -6.010 2.665 -0.292  0.1162
H -2.508 -2.031 0.645  0.1109
H 6.037 2.590 -2.905  0.1196
H 2.134 -0.074 -2.635  0.0969
H 6.195 -1.349 -3.027  0.1166
H 6.158 -2.190 -0.719  0.1161
H -0.676 3.916 -2.512  0.1362
H -4.130 -0.868 -1.755  0.1204
H 4.165 -0.332 -4.005  0.1172
H -0.468 4.813 -0.294  0.1427
H 1.023 -3.198 -0.209  0.1054
H -2.656 -0.519 -5.753  0.1164
H 0.859 -2.324 -1.733  0.1009
H -2.927 -6.875 -2.244  0.1110
H 2.033 -3.765 4.051  0.1154
H 1.391 3.571 -2.927  0.1507
H 6.484 1.749 -0.620  0.1252
H 1.380 -3.374 1.744  0.1002
H -2.938 -6.325 0.162  0.1115
H -1.912 3.033 6.415  0.1187
H 3.242 0.305 4.446  0.1172
H -0.091 0.366 -2.442  0.0527
H -1.018 -3.144 -3.077  0.1102
H -2.933 -0.054 2.450  0.1073
H 2.961 -1.943 5.426  0.1161
H -2.224 4.170 4.265  0.1247
H -4.457 -1.118 -4.187  0.1172
H -1.958 -4.221 0.951  0.1132
H -2.166 4.268 -0.390  0.1341
H 4.137 -1.975 0.652  0.1100
H -0.954 -1.528 1.395  0.0854
H 2.581 0.745 2.136  0.0816
H -4.994 0.859 3.441  0.1164
H 0.075 -0.194 4.420  0.1160
H -3.937 1.805 -1.287  0.1050

Cartesian forces (eV/Å) of the 3 atoms listed first:
W 0.478 -0.086 -0.104
P 0.477 -1.668 0.027
P -1.081 -1.679 -0.693

As for the charge: +2. The multiplicity is 3. The HOMO-LUMO gap (alpha / beta) comes out at 6.4 / 6.2 eV. As for the LUMO energy (alpha / beta): -6.124 / -6.530 eV. As for the expectation value of S²: 2.026. The HOMO energy (alpha / beta) is -12.5 / -12.7 eV.


Computed values of energy above the lowest of the compared OMol25 structures with the same formula, charge and spin (unit: kcal/mol) for the preceding records, in sequence: 31.7 2.7 16.5.